{
  "formula": "C17H16F2NO4S",
  "method": "wB97M-V/def2-TZVPD",
  "symbols": ["F", "C", "F", "S", "N", "C", "O", "C", "C", "C", "C", "C", "C", "C", "O", "H", "H", "H", "H", "H", "C", "C", "C", "C", "C", "O", "C", "C", "O", "C", "H", "H", "H", "H", "H", "H", "H", "H", "H", "H", "H"],
  "xyz": [[8.8021, -0.7302, -0.1497], [7.5536, -0.6009, -0.7145], [7.2833, -1.7437, -1.4330], [6.3090, -0.3423, 0.6302], [4.8556, -0.7949, -0.2562], [4.2068, -2.0509, -0.0492], [4.6854, -3.0409, 0.4613], [2.8277, -1.8253, -0.5847], [2.6925, -0.4962, -0.9814], [1.4686, 0.0138, -1.3655], [0.3813, -0.8691, -1.3894], [0.5225, -2.2100, -0.9930], [1.7633, -2.7093, -0.6006], [4.0054, 0.2115, -0.8400], [4.3113, 1.3513, -1.1563], [7.4798, 0.2667, -1.3636], [1.3878, 1.0760, -1.6075], [-0.5782, -0.4608, -1.6958], [-0.3317, -2.8673, -0.9503], [1.9214, -3.7431, -0.3150], [-5.5280, 1.2213, 0.5528], [-4.0274, 1.0945, 0.7543], [-3.7954, 1.1982, 2.2665], [-3.5089, -0.2035, 0.1756], [-1.9873, -0.3767, 0.4997], [-1.5931, -1.5394, 0.5574], [-1.1855, 0.8115, 0.6836], [-1.7069, 2.0821, 0.2737], [-1.0553, 3.1228, 0.1299], [-3.2471, 2.1358, -0.0389], [-5.7791, 1.1224, -0.5083], [-6.0099, 0.4332, 1.1465], [-5.8227, 2.1994, 0.9466], [-2.7577, 1.1245, 2.6102], [-4.1989, 2.1532, 2.6173], [-4.3750, 0.4192, 2.7727], [-4.0154, -1.0556, 0.6267], [-3.6981, -0.2046, -0.9192], [-0.1917, 0.7399, 1.1109], [-3.4399, 1.9621, -1.1152], [-3.6238, 3.1248, 0.2114]],
  "forces_ev_per_a": [[-1.029, 0.253, -0.415], [-0.485, -0.737, 0.177], [0.353, 0.945, 0.627], [-0.879, -0.940, -1.030], [1.940, 1.102, 0.952], [-0.262, -0.457, -0.087], [-0.286, 1.241, -0.506], [0.308, -0.038, 0.209], [0.232, 0.024, 0.174], [-0.008, -0.065, -0.275], [0.319, 0.113, -0.089], [0.273, 0.257, -0.291], [0.180, 0.316, -0.097], [-0.386, 0.549, -0.264], [-0.081, -2.047, 0.742], [0.526, -0.131, -0.319], [-0.212, -0.385, 0.013], [0.140, -0.317, 0.205], [-0.123, 0.160, -0.141], [-0.159, 0.098, 0.098], [0.304, 0.020, 0.060], [0.384, -0.116, -0.234], [-0.115, 0.106, 0.372], [0.628, -0.097, 0.332], [-0.398, 1.529, -0.220], [0.421, -0.926, 0.463], [-1.337, -0.423, -0.476], [-0.433, -0.521, -0.183], [0.028, 0.108, 0.157], [0.336, 0.155, 0.359], [-0.195, 0.071, 0.150], [-0.192, 0.167, -0.275], [-0.341, -0.078, -0.216], [-0.273, -0.002, -0.360], [0.043, 0.057, 0.036], [0.040, -0.053, 0.001], [0.036, -0.276, -0.082], [0.178, -0.160, 0.479], [0.057, -0.047, -0.317], [0.205, 0.167, 0.332], [0.261, 0.378, -0.061]],
  "mulliken_charge": [-0.232, 0.338, -0.219, -0.078, 0.018, 0.139, -0.609, 0.473, 0.443, -0.587, -0.219, -0.332, -0.710, 0.165, -0.607, 0.163, 0.425, 0.530, 0.395, 0.429, -2.090, 2.146, -1.830, -1.187, 0.558, -0.779, -0.582, 0.599, -0.790, -1.112, 0.382, 0.442, 0.455, 0.372, 0.452, 0.445, 0.342, 0.271, 0.286, 0.356, 0.339],
  "homo_ev": -3.975,
  "de_lowest_kcal_mol": 3.22,
  "orbital_gap_ev": 6.0,
  "spin_multiplicity": 1,
  "e_lumo_ev": 2.06,
  "charge": -1
}